Computed, not measured: a 3-piece molecular cluster, C3H12O3 overall, with the ωB97M-V functional and the def2-TZVPD basis.

```
18
Properties=species:S:1:pos:R:3:forces:R:3
C -0.306745 -1.563020 -0.219622 -0.14 0.04 0.07
C -1.080891 -0.280848 -0.006786 0.06 -0.16 -0.26
C -0.338443 0.687230 0.875427 -0.29 0.16 0.35
O -1.357383 0.289299 -1.285669 0.01 0.27 -0.24
H 0.724003 -1.360528 -0.503244 0.05 0.07 -0.14
H -0.291946 -2.108323 0.722878 0.01 -0.18 -0.03
H -0.781209 -2.168586 -0.992033 0.04 -0.05 0.08
H -2.038634 -0.514782 0.454666 -0.20 -0.16 0.21
H 0.612097 0.986477 0.443988 0.10 0.01 -0.07
H -0.948280 1.571581 1.072648 0.07 0.13 -0.10
H -0.174881 0.225592 1.845224 0.21 -0.06 0.15
H -1.702837 1.174030 -1.123554 0.01 -0.01 -0.12
O 3.683878 1.258022 3.927664 0.40 -0.38 0.03
H 4.633293 1.428405 3.953734 -0.11 0.30 -0.02
H 3.669476 0.294311 3.980214 -0.30 0.08 -0.01
O -1.159694 0.247574 -4.523837 -0.05 -0.14 -0.49
H -1.627697 -0.462655 -4.990576 0.14 0.36 0.45
H -1.514106 0.296221 -3.631121 -0.02 -0.28 0.15
```
Positions in Å, forces in eV/Å.

The net charge is 0. The calculation puts the total energy at -347.206977 Ha. The calculation puts the HOMO-LUMO gap at 11.22 eV. The SMILES is CC(C)O.O.O. The largest force on an atom comes out at 0.59 eV/Å. As for the molar mass: 96.126 g/mol.

---

Computed, not measured: a 3-piece molecular cluster, C3H14NO4 overall at a distorted geometry, with the ωB97M-V functional and the def2-TZVPD basis.

```
22
Properties=species:S:1:pos:R:3:forces:R:3
C 1.199453 0.369956 -0.582765 1.44 -1.03 0.79
O 1.617063 0.468705 0.798984 0.02 0.43 -0.82
C -0.113054 -0.417091 -0.597576 -1.33 1.83 -0.73
C -0.029484 -1.621756 -1.506888 1.64 -0.65 -0.55
O -1.039613 -2.527959 -1.256999 -1.35 -0.83 0.59
N -0.531777 -0.807122 0.809630 1.30 -1.69 -1.74
H 1.930307 -0.253252 -1.125689 0.01 0.18 0.18
H 1.253508 1.338287 -1.059941 -0.75 0.27 -0.06
H 2.124782 1.287235 0.878017 -0.02 -0.13 0.19
H -0.907092 0.250557 -0.979124 0.12 -0.36 0.30
H 0.133811 -1.331788 -2.578357 -0.44 -0.04 0.92
H 0.874298 -2.194737 -1.223565 0.03 0.42 -0.19
H -1.768173 -2.645507 -1.876862 0.36 0.48 -0.26
H 0.369049 -0.892746 1.315521 -0.75 0.57 0.46
H -1.211677 -0.150436 1.187014 0.06 -0.22 0.70
H -0.929422 -1.768706 0.707581 -0.23 0.86 0.29
H -3.557607 -0.460846 2.807634 -0.09 0.05 0.02
H -3.566237 -0.264011 1.265353 -0.04 -0.04 0.60
O -2.988315 -0.333640 2.043756 0.03 0.06 -0.75
H 1.448237 4.667517 -0.297518 0.21 0.30 0.23
H 2.853175 4.455102 0.384728 -0.23 0.36 -0.03
O 2.195404 4.072931 -0.201993 0.01 -0.82 -0.16
```
Positions in Å, forces in eV/Å.

The net charge is +1. The calculation puts the total energy at -478.164718 Ha. The calculation puts the HOMO-LUMO gap at 11.63 eV. The largest force on an atom comes out at 2.75 eV/Å. As for the molar mass: 128.148 g/mol.

---

Computed, not measured: a 2-piece molecular cluster, C6H12N2 overall at a distorted geometry, with the ωB97M-V functional and the def2-TZVPD basis.

```
20
Properties=species:S:1:pos:R:3:forces:R:3
C 1.679386 -0.446766 -2.267164 2.04 -0.10 -1.74
C 0.354763 -0.830628 -1.796214 -3.34 -1.30 0.09
C -0.925044 -0.265779 -2.009910 1.51 -0.74 0.76
N -1.846446 -1.083547 -1.434167 -0.52 0.09 0.23
C -1.215865 -2.209024 -0.954664 3.56 4.01 -1.53
N 0.149697 -2.045521 -1.153154 -2.69 -0.42 0.38
H 2.141755 -1.151038 -3.042997 -1.13 0.66 0.77
H 2.476078 -0.482288 -1.517993 -0.46 0.31 0.37
H 1.670576 0.541605 -2.756373 0.02 -0.29 0.38
H -1.381580 0.579346 -2.443547 0.50 1.18 -0.62
H -2.777745 -0.653090 -1.233307 1.10 -1.42 -0.22
H -1.763354 -2.827992 -0.348500 -0.59 -1.95 1.18
C 0.019129 1.964219 3.106873 3.65 -0.84 -2.05
C 0.375013 0.710386 2.103761 -1.55 2.91 1.85
H 0.303902 2.883454 2.485914 -0.62 -0.96 1.47
H -0.922442 1.983905 3.518488 -2.65 0.11 0.10
H 0.616971 1.840864 4.032277 0.37 0.47 -0.74
H 0.124139 -0.186572 2.628479 1.33 -0.93 0.50
H 1.348658 1.004175 1.681208 -0.39 -1.24 0.14
H -0.427590 0.674292 1.400990 -0.15 0.46 -1.31
```
Positions in Å, forces in eV/Å.

The net charge is 0. The calculation puts the total energy at -345.270470 Ha. The calculation puts the HOMO-LUMO gap at 9.20 eV. The SMILES is Cc1c[nH]cn1.CC. The largest force on an atom comes out at 5.58 eV/Å. As for the molar mass: 112.176 g/mol.

---

Computed, not measured: a 2-piece molecular cluster, C5H7N3O5S overall at a distorted geometry, with the ωB97M-V functional and the def2-TZVPD basis.

```
21
Properties=species:S:1:pos:R:3:forces:R:3
C -0.209733 -1.329092 -2.183086 2.02 2.49 0.56
C 0.693784 -0.262162 -2.015354 -1.70 -1.96 0.35
C -0.704729 -0.184003 -0.251346 -1.22 -3.41 0.23
C 0.876982 1.508073 -0.329983 4.60 0.68 1.63
C -1.554784 -0.092695 2.190859 -3.48 0.12 -1.39
N 0.375093 0.293242 -0.795696 0.41 1.11 -1.67
N -0.974551 -1.308066 -1.092233 -0.20 1.80 1.27
N 1.616084 0.311343 -2.899144 0.37 -0.35 -1.41
O 0.438283 -1.747760 2.244226 0.63 0.22 0.21
O 1.806945 -0.295509 -3.944192 -0.06 -0.15 0.11
O 2.140132 1.375925 -2.634952 0.10 0.08 0.22
O -1.809240 -2.581030 1.534017 0.45 0.34 0.88
O -1.006268 0.867250 2.566683 2.12 1.63 1.35
S -1.145322 -1.831074 2.631894 -0.24 -0.59 -1.47
H -0.340288 -1.905541 -3.036553 -0.10 -1.20 -1.07
H 2.004551 1.557136 -0.137555 -1.02 -1.05 -0.60
H 0.851852 2.340606 -0.946982 -1.24 1.41 -1.23
H 0.590712 1.634461 0.653986 -1.62 0.67 1.74
H -2.606864 0.043837 1.717817 1.24 -1.02 0.44
H -1.660386 -1.965732 -0.780017 -0.30 -0.38 -0.13
H 0.873582 -0.870828 2.353403 -0.75 -0.44 -0.03
```
Positions in Å, forces in eV/Å.

The net charge is 0. The calculation puts the total energy at -1133.157042 Ha. The calculation puts the HOMO-LUMO gap at 8.70 eV. The largest force on an atom comes out at 4.93 eV/Å. As for the molar mass: 221.194 g/mol.

---

Computed, not measured: a 3-piece molecular cluster, C15H35N2O11P2 overall at a distorted geometry, with the ωB97M-V functional and the def2-TZVPD basis.

```
65
Properties=species:S:1:pos:R:3:forces:R:3
O -2.967593 -3.655293 -2.746438 -1.35 1.36 0.73
P -4.166182 -2.858734 -2.276975 2.81 -1.85 -1.06
C -3.638531 -1.062774 -2.281439 2.36 -0.33 -0.49
C -2.226321 -0.712055 -2.497624 -5.10 0.44 0.92
N -2.288789 0.708631 -2.421484 -1.18 -1.09 0.03
C -3.562188 1.170253 -2.209202 1.27 0.56 0.01
O -3.761538 2.519650 -2.141143 0.03 -2.21 0.68
N -4.451611 0.105912 -2.111722 2.18 0.02 -0.25
P -6.191065 0.240820 -1.874771 -3.84 1.44 0.35
O -6.611136 1.646476 -1.671546 1.23 -1.62 -0.54
O -6.834439 -0.476570 -3.225866 1.59 0.50 2.07
O -6.680453 -0.658901 -0.569830 1.34 0.31 -2.02
H -5.237774 -3.084893 -3.186086 -0.17 0.72 0.70
H -4.516963 -3.246185 -0.947894 -0.43 0.71 -0.47
H -1.360359 -1.397818 -2.673576 -0.93 1.04 0.20
H -1.486543 1.343904 -2.507444 -0.35 -0.23 0.04
H -3.523429 2.801873 -1.226743 -0.38 0.11 -0.64
H -7.808395 -0.539357 -3.153040 0.46 0.08 -0.04
H -7.613637 -0.439248 -0.349171 0.72 0.08 -0.11
C 4.473308 3.350777 -4.117733 0.07 0.03 0.19
O 3.835170 3.471171 -2.860883 -0.19 -0.26 -0.09
C 2.450036 3.755866 -2.991373 0.50 0.14 0.46
C 1.711702 3.386074 -1.714101 -0.14 -0.01 -0.23
O 1.434720 1.987393 -1.608566 -0.03 0.02 -0.04
C 2.558851 1.149789 -1.307620 -0.15 -0.18 0.26
C 3.028508 1.270098 0.134996 0.49 0.21 -0.30
O 3.838392 2.426758 0.299721 -0.31 0.16 -0.05
C 3.911782 2.839377 1.648997 0.11 -0.06 -0.17
H 4.394122 4.283602 -4.684326 -0.01 -0.04 -0.12
H 5.527055 3.131267 -3.943166 -0.10 0.07 0.07
H 4.040159 2.522662 -4.690168 -0.03 0.08 -0.11
H 2.022882 3.199991 -3.833292 -0.07 -0.01 -0.04
H 2.347403 4.832627 -3.174431 -0.24 0.00 -0.10
H 0.731725 3.872206 -1.741149 0.00 -0.05 -0.06
H 2.224275 3.753932 -0.824108 0.21 -0.05 -0.13
H 3.371523 1.312366 -2.016263 0.07 0.18 0.15
H 2.202225 0.127180 -1.458958 -0.07 0.06 0.07
H 3.639264 0.397773 0.394997 -0.24 -0.18 0.05
H 2.157779 1.314098 0.798720 -0.04 -0.08 0.01
H 2.917129 3.105543 2.023686 -0.02 -0.07 0.12
H 4.547391 3.722602 1.700918 0.01 -0.07 -0.08
H 4.348186 2.051317 2.271248 -0.06 0.02 0.11
C 1.947660 -3.057699 5.862387 -0.17 -0.04 -0.08
O 1.117959 -2.459102 4.885112 0.22 -0.04 -0.19
C 1.607996 -1.188658 4.475472 -0.57 -0.26 0.06
C 1.026983 -0.809455 3.122602 0.33 0.10 0.01
O 1.692106 -1.440567 2.028504 -0.09 -0.04 0.10
C 1.424915 -2.829889 1.849903 0.03 0.21 -0.24
C 0.037138 -3.076291 1.289657 0.07 -0.46 0.47
O -0.948863 -3.003860 2.312279 -0.04 0.33 -0.17
C -2.216384 -2.744450 1.765086 0.05 -0.17 0.24
H 2.001595 -2.434538 6.760291 0.12 -0.02 0.04
H 1.516605 -4.023787 6.127564 -0.05 0.12 -0.04
H 2.952274 -3.228692 5.460019 0.06 0.07 0.10
H 2.700781 -1.202659 4.410990 0.04 0.06 -0.03
H 1.295355 -0.453351 5.227230 0.16 0.18 -0.04
H 1.188806 0.262540 2.976915 0.11 -0.05 -0.01
H -0.050685 -0.976806 3.078545 0.03 -0.18 0.18
H 1.612860 -3.394674 2.763765 -0.27 0.02 0.06
H 2.151776 -3.174115 1.109303 -0.04 0.11 -0.03
H -0.013978 -4.081826 0.854569 0.09 0.05 -0.22
H -0.169453 -2.331745 0.511392 0.04 0.03 -0.05
H -2.215398 -1.777015 1.246319 -0.08 0.03 -0.14
H -2.942958 -2.700609 2.576237 0.08 -0.05 0.01
H -2.503727 -3.542912 1.070708 -0.11 0.05 -0.12
```
Positions in Å, forces in eV/Å.

The net charge is +1. The calculation puts the total energy at -2212.094567 Ha. The calculation puts the HOMO-LUMO gap at 7.12 eV. The largest force on an atom comes out at 5.20 eV/Å. As for the molar mass: 481.396 g/mol.

---

Computed, not measured: a 3-piece molecular cluster, C9H18IOP overall at a distorted geometry, with the ωB97M-V functional and the def2-TZVPD basis.

```
30
Properties=species:S:1:pos:R:3:forces:R:3
C 0.498696 1.916496 0.100487 -1.12 -1.67 -0.27
C 0.043096 0.926146 -0.410368 0.43 0.32 -0.11
C 1.834103 3.820894 -0.466342 0.87 -0.59 -1.33
C 1.002600 -3.707716 -0.819319 2.33 1.32 -2.47
C -3.034516 -0.820639 1.594776 1.88 1.77 -0.03
C 0.266043 -0.257944 -2.341638 2.29 -3.20 -1.19
C 0.906009 3.172372 0.643946 -0.50 1.94 -2.02
C 0.454133 -2.862376 0.321559 -0.54 -0.68 -0.83
C -1.656781 -1.423118 1.505816 -1.18 -3.77 1.07
O -0.332542 -0.151147 -1.068245 -0.66 2.12 -0.08
P -1.206450 -2.169694 -0.074880 -0.70 -1.71 -0.28
I -0.997677 6.561774 1.850894 -0.02 0.07 0.02
H 2.003790 4.887151 -0.328535 -0.24 0.11 0.17
H 2.905266 3.366238 -0.448482 -1.95 0.45 0.08
H 1.447044 3.672737 -1.554664 0.45 0.19 2.03
H 0.487687 -4.620731 -0.968399 -0.49 -1.02 0.12
H 1.077208 -3.261677 -1.947631 -0.48 -0.43 2.79
H 2.085355 -3.894959 -0.566128 -1.02 -0.28 -0.37
H -3.621446 -1.361159 0.934065 -1.74 -0.70 -1.20
H -3.345360 -0.969384 2.606123 -0.69 0.46 0.55
H -2.935975 0.258616 1.290555 -0.66 -0.97 0.42
H 1.262024 -0.720573 -2.072579 -0.76 0.06 -0.80
H 0.582526 0.609887 -2.891777 -0.81 1.04 0.24
H -0.273485 -0.993504 -3.050420 0.44 1.27 1.59
H 1.547962 3.021492 1.455266 0.60 -0.04 1.69
H -0.011456 3.810183 0.915343 1.58 -0.81 -0.39
H 1.175539 -2.109159 0.513394 0.61 1.08 0.41
H 0.464528 -3.539845 1.180486 -0.33 0.25 0.24
H -1.673490 -2.377046 2.216204 0.31 1.76 -1.12
H -0.954433 -0.783316 1.880494 2.13 1.66 1.06
```
Positions in Å, forces in eV/Å.

The net charge is 0. The calculation puts the total energy at -1067.754247 Ha. The calculation puts the HOMO-LUMO gap (spin up / spin down) at 9.34 / 2.81 eV. The largest force on an atom comes out at 4.11 eV/Å. As for the molar mass: 300.120 g/mol.